[1]
{"formula": "ClN2O5S", "method": "ωB97M-V/def2-TZVPD", "species": ["O", "N", "O", "N", "Cl", "S", "O", "O", "O"], "coordinates": [[-0.549, 0.055, 1.815], [0.276, 0.691, 1.231], [0.878, 1.584, 1.776], [0.574, 0.323, -0.015], [1.290, 1.424, -0.980], [-0.495, -0.905, -0.839], [-1.725, -0.240, -0.777], [0.143, -0.832, -2.114], [-0.393, -2.098, -0.096]], "mulliken_charge": [-0.62, 1.17, -0.71, -0.22, -0.03, 1.25, -0.60, -0.65, -0.59], "charge": -1, "homo_energy_ev": -6.058, "smiles": "O=[N+]([O-])N(Cl)S(=O)(=O)[O-]"}



[2]
{"formula": "ClN3O13", "method": "ωB97M-V/def2-TZVPD", "species": ["N", "O", "O", "O", "N", "O", "O", "O", "N", "O", "O", "O", "Cl", "O", "O", "O", "O"], "coordinates": [[3.918, -1.416, -2.121], [2.932, -2.158, -2.356], [3.668, -0.176, -2.328], [5.018, -1.841, -1.744], [0.675, 4.526, 0.611], [-0.082, 3.489, 0.734], [0.143, 5.655, 0.519], [1.886, 4.313, 0.402], [-3.427, -2.687, 2.767], [-2.630, -1.802, 2.433], [-3.747, -3.639, 1.981], [-3.914, -2.648, 3.945], [-0.831, -0.314, -0.947], [-0.491, 0.654, -0.024], [-1.717, -1.306, -0.265], [-1.676, 0.276, -1.978], [0.276, -0.925, -1.630]], "mulliken_charge": [0.92, -0.59, -0.62, -0.71, 0.90, -0.56, -0.70, -0.65, 0.89, -0.50, -0.69, -0.72, 1.59, -0.55, -0.65, -0.78, -0.57], "charge": -4, "homo_energy_ev": 2.878}



[3]
{"formula": "ClNO3S", "method": "ωB97M-V/def2-TZVPD", "species": ["N", "O", "O", "O", "S", "Cl"], "coordinates": [[-0.991, 1.370, -1.487], [-2.091, 1.303, -1.096], [0.996, 0.285, 1.792], [1.611, -1.868, 0.823], [0.530, -0.986, 1.248], [-0.054, -0.104, -1.280]], "mulliken_charge": [0.32, -0.18, -0.38, -0.39, 0.71, -0.07], "homo_energy_ev": -11.171}



[4]
{"formula": "ClNi", "method": "ωB97M-V/def2-TZVPD", "species": ["Ni", "Cl"], "coordinates": [[8.064, 18.821, -38.020], [8.330, 18.420, -36.142]], "lowdin_spin": [1.59, 0.41], "charge": 1, "homo_energy_ev": [-17.711, -17.416], "spin_multiplicity": 3}



[5]
{"formula": "ClO3S", "method": "ωB97M-V/def2-TZVPD", "species": ["O", "O", "O", "S", "Cl"], "coordinates": [[-1.822, 0.990, 0.304], [-1.416, -1.333, -0.286], [1.563, 0.707, -0.638], [-0.924, -0.150, 0.395], [2.599, -0.213, 0.226]], "mulliken_charge": [-0.45, -0.44, -0.63, 0.74, -0.22], "charge": -1, "homo_energy_ev": [-3.474, -3.473]}



[6]
{"formula": "ClO4", "method": "ωB97M-V/def2-TZVPD", "species": ["Cl", "O", "O", "O", "O"], "coordinates": [[-0.017, 0.007, 0.050], [-0.477, -0.478, -1.255], [0.395, -1.223, 0.739], [1.162, 0.835, -0.106], [-1.063, 0.859, 0.573]], "mulliken_charge": [1.54, -0.66, -0.63, -0.64, -0.61], "charge": -1, "homo_energy_ev": -5.258}



[7]
{"formula": "ClZn", "method": "ωB97M-V/def2-TZVPD", "species": ["Zn", "Cl"], "coordinates": [[-1.890, -0.633, 0.033], [1.890, 0.633, -0.033]], "mulliken_charge": [0.93, 0.07], "charge": 1, "homo_energy_ev": -15.247}



[8]
{"formula": "Cr2I2N5O15", "method": "ωB97M-V/def2-TZVPD", "species": ["Cr", "Cr", "I", "I", "N", "O", "O", "O", "N", "O", "O", "O", "N", "O", "O", "O", "N", "O", "O", "O", "N", "O", "O", "O"], "coordinates": [[-0.570, -1.757, 0.186], [-0.135, 1.140, 1.891], [1.730, -0.704, 0.565], [1.885, 2.900, 2.499], [-1.168, 0.424, 4.194], [-0.955, -0.519, 4.965], [-1.985, 0.446, 3.234], [-0.604, 1.537, 4.431], [-1.290, -3.633, 1.379], [-1.572, -4.749, 1.402], [-2.169, -2.661, 1.309], [-0.067, -3.294, 1.404], [3.932, 0.909, -4.179], [4.049, 1.625, -3.014], [3.000, 0.222, -4.614], [5.029, 0.886, -4.753], [-2.096, 2.236, 0.106], [-2.897, 3.019, -0.402], [-1.165, 2.823, 0.877], [-2.079, 0.978, 0.293], [-0.245, -0.402, -2.903], [0.048, -1.410, -1.978], [-0.275, -0.868, -4.137], [-0.400, 0.853, -2.756]], "lowdin_spin": [3.85, 3.91, 0.03, -0.02, 0.01, 0.00, 0.03, 0.03, 0.02, 0.01, 0.04, 0.01, 0.00, 0.00, 0.00, 0.00, 0.01, 0.01, 0.00, 0.03, 0.01, 0.03, 0.00, 0.00], "charge": -3, "homo_energy_ev": [0.083, 0.083], "spin_multiplicity": 9}



| no. | strongest force on any atom (eV/Å) |
| --- | --- |
| 1 | 3.13 |
| 2 | 5.38 |
| 3 | 3.10 |
| 4 | 2.18 |
| 5 | 1.18 |
| 6 | 3.22 |
| 7 | 1.15 |
| 8 | 5.32 |